# C21H16BrN5NiO2S2

A structure of composition C21H16BrN5NiO2S2 in a non-equilibrium geometry (wB97M-V/def2-TZVPD, the Open Molecules 2025 dataset).

ORCA input file:
```
! wB97M-V def2-TZVPD RIJCOSX def2/J DEFGRID3
* xyz -2 3
Ni 0.4828 1.0915 -0.3406
C 4.7154 -0.0338 0.0341
C 3.2422 -0.0309 0.4245
O 2.6291 0.9874 -0.0554
C 2.6977 -1.0259 1.1731
C 1.4546 -0.9237 1.8106
C 1.1817 -1.9600 2.8440
N 0.5948 -0.0117 1.4709
N -0.5217 0.2365 2.3006
C -1.0483 1.3984 1.9388
O -0.5305 2.2305 1.1058
C -2.4095 1.7915 2.4109
C -2.9930 1.3305 3.5872
C -4.2637 1.7586 3.9900
C -5.0103 2.5255 3.0912
C -4.4305 2.9289 1.8869
C -3.1124 2.5933 1.5355
H 5.2362 -0.7519 0.6464
H 5.0822 0.9050 0.3917
H 4.9254 -0.1232 -1.0205
H 3.4002 -1.8329 1.3214
H 1.9858 -2.6549 2.8942
H 0.1603 -2.3248 2.6195
H 1.0315 -1.5599 3.8337
H -2.3611 0.7732 4.2927
H -4.7538 1.4338 4.8951
H -6.0268 2.7642 3.4458
H -4.9760 3.5691 1.1713
H -2.5945 2.9693 0.6397
S -1.5840 0.6667 -1.3156
C -0.8344 1.3280 -2.7569
S 0.6010 2.2023 -2.4876
C -1.3081 1.0946 -4.1203
C -0.5418 1.4937 -5.2781
N 0.1348 1.7911 -6.1577
C -2.5139 0.3421 -4.3905
N -3.4863 -0.1844 -4.6652
Br 2.0969 -5.1617 -3.1051
C 1.6716 -3.4047 -2.4756
C 0.6218 -3.2592 -1.5399
C 0.3778 -1.9851 -1.0531
N 1.0762 -0.9218 -1.5135
C 2.1092 -1.0713 -2.4063
C 2.4212 -2.3308 -2.9213
H 0.1006 -4.1883 -1.2462
H -0.5117 -1.7520 -0.4902
H 2.5201 -0.2345 -2.7892
H 3.2612 -2.4780 -3.6269
*
```

Values from the calculation:
* E: -166339.67054 eV
* relative energy (zero: lowest compared OMol25 entry of this formula, charge and spin): 5.4 kcal per mole

=====

# C21H16Cl3GeIrNS4

A structure of composition C21H16Cl3GeIrNS4 in a non-equilibrium geometry (wB97M-V/def2-TZVPD, the Open Molecules 2025 dataset).

ORCA input file:
```
! wB97M-V def2-TZVPD RIJCOSX def2/J DEFGRID3
* xyz 0 2
Ir -0.0559 0.3152 0.2224
S -0.0352 0.1972 2.6897
S 0.0233 2.0106 3.5114
S -0.0530 3.5717 2.0061
S -0.2081 2.7876 0.1849
C 1.9625 0.1569 -0.1213
Ge 2.7463 -0.7505 -1.6355
C 2.1946 0.3591 -3.2020
C 1.6629 -0.1046 -4.3945
C 1.2894 0.7803 -5.3934
C 1.4677 2.1423 -5.2254
C 2.0210 2.6143 -4.0471
C 2.3648 1.7295 -3.0445
C 4.7497 -0.7325 -1.5720
C 5.4729 -1.9010 -1.7668
C 6.8564 -1.8806 -1.7886
C 7.5380 -0.6884 -1.6197
C 6.8257 0.4819 -1.4231
C 5.4427 0.4577 -1.3944
C 2.1646 -2.6578 -1.5605
C 1.2781 -3.2786 -2.4279
C 0.9358 -4.6109 -2.2564
C 1.4639 -5.3380 -1.2055
C 2.3347 -4.7241 -0.3212
C 2.6775 -3.3972 -0.4997
H 2.6600 0.6375 0.5614
H 1.5418 -1.1661 -4.5590
H 0.8608 0.4058 -6.3124
H 1.1842 2.8303 -6.0096
H 2.1807 3.6745 -3.9124
H 2.7703 2.1102 -2.1161
H 4.9487 -2.8383 -1.9012
H 7.4078 -2.7969 -1.9411
H 8.6182 -0.6712 -1.6458
H 7.3558 1.4141 -1.2931
H 4.8985 1.3786 -1.2311
H 0.8409 -2.7260 -3.2472
H 0.2518 -5.0862 -2.9450
H 1.1933 -6.3759 -1.0717
H 2.7431 -5.2846 0.5074
H 3.3576 -2.9229 0.1977
Cl -4.8896 0.5418 1.5991
C -4.4477 -0.0744 -0.0441
Cl -5.0168 1.1051 -1.2708
Cl -5.2899 -1.6376 -0.2949
C -3.0413 -0.2073 -0.1626
N -1.8786 -0.2265 -0.2542
*
```

Values from the calculation:
* E: -163784.93656 eV
* relative energy (zero: lowest compared OMol25 entry of this formula, charge and spin): 87.7 kcal per mole